Entry 1:
ORCA calculation (ωB97M-V/def2-TZVPD) on a cluster of 2 separate species, C8H15N2 in total at a distorted geometry.

Each line ends with the Mulliken charge.
Positions of all 25 atoms, in Å:
C -3.623 0.274 -0.511  -0.384
C -2.367 -0.044 -0.960  -0.427
C -2.247 -0.058 1.161  -0.406
C 3.082 0.195 -0.101  -1.361
C 1.208 1.639 -0.810  -1.650
C 0.799 -1.883 0.635  -1.473
C 1.583 0.413 0.025  0.931
C 0.856 -0.762 -0.278  0.284
N -3.580 0.219 0.831  -0.137
N -1.560 -0.160 0.044  0.010
H -4.565 0.502 -0.926  0.448
H -1.969 -0.112 -1.995  0.372
H -1.666 -0.061 2.149  0.295
H 3.660 1.039 0.203  0.407
H 3.484 -0.221 -1.049  0.349
H 3.087 -0.627 0.711  0.342
H 1.741 1.640 -1.827  0.380
H 1.710 2.417 -0.413  0.555
H 0.092 1.853 -0.735  0.311
H 0.739 -1.620 1.670  0.388
H 1.715 -2.496 0.480  0.475
H 0.044 -2.674 0.418  0.359
H 1.463 0.630 1.114  0.252
H 0.555 -0.763 -1.330  0.388
H -4.242 0.659 1.495  0.292

LUMO = -5.11 eV
Kohn-Sham gap = 7.415 eV
Charge = +1
ΔE to the lowest compared entry with this formula, charge and spin = 258.17 kJ/mol

***

Entry 2:
ORCA calculation (ωB97M-V/def2-TZVPD) on a cluster of 7 separate species, C17H34F6O11S2 in total at a distorted geometry.

Each line ends with the Mulliken charge.
Positions of all 70 atoms, in Å:
O -0.209 0.583 -0.159  0.631
H -0.974 1.226 -0.460  0.474
H 0.127 0.820 0.787  0.183
H 0.511 0.564 -0.846  0.392
C -1.669 -0.521 3.548  -0.953
C -2.220 0.832 3.082  2.086
C -3.631 0.578 2.459  -1.647
O -2.092 1.777 3.989  -0.980
H -2.238 -0.913 4.403  0.497
H -0.626 -0.542 3.865  0.266
H -1.756 -1.228 2.694  -0.334
H -1.674 1.152 2.125  -0.837
H -4.282 0.266 3.304  0.536
H -3.611 -0.282 1.767  0.170
H -4.127 1.417 1.973  0.204
C -3.078 4.653 -1.876  0.467
F -3.799 3.795 -2.633  -0.258
F -2.033 5.073 -2.605  -0.253
F -3.859 5.724 -1.648  -0.235
S -2.515 3.871 -0.286  1.127
O -1.598 4.864 0.202  -0.724
O -3.736 3.765 0.465  -0.665
O -1.848 2.619 -0.675  -0.812
C 3.281 2.136 2.941  0.333
F 3.699 2.408 1.683  -0.237
F 4.034 1.053 3.313  -0.260
F 3.585 3.159 3.752  -0.212
S 1.483 1.688 2.986  1.277
O 1.249 1.270 4.335  -0.629
O 0.824 2.923 2.656  -0.683
O 1.297 0.668 1.940  -0.817
C -0.267 -3.664 1.504  -0.249
C -0.042 -5.120 1.069  -0.623
C -0.103 -4.983 -0.447  -0.517
O -0.956 -3.879 -0.734  -0.465
C -1.240 -3.149 0.453  0.169
H 0.689 -3.130 1.487  -0.103
H -0.557 -3.661 2.552  0.511
H -0.880 -5.721 1.430  0.312
H 0.914 -5.530 1.387  0.333
H -0.515 -5.851 -0.978  0.301
H 0.898 -4.846 -0.885  0.234
H -2.235 -3.364 0.864  0.428
H -1.146 -2.075 0.306  -0.277
C -1.324 1.491 -4.096  -0.210
C -1.775 0.185 -3.423  -0.529
C -0.454 -0.525 -3.183  -0.425
O 0.340 0.546 -2.715  -0.215
C 0.146 1.633 -3.630  -0.640
H -1.877 2.296 -3.660  -0.167
H -1.482 1.422 -5.170  0.367
H -2.448 -0.435 -4.032  0.470
H -2.353 0.306 -2.506  0.108
H -0.018 -0.941 -4.103  0.341
H -0.536 -1.305 -2.425  0.203
H 0.834 1.502 -4.475  0.245
H 0.365 2.519 -3.041  0.365
C 4.609 -0.296 -0.642  -0.664
C 4.061 -1.737 -0.738  -0.623
C 2.626 -1.461 -0.293  -0.018
O 2.262 -0.229 -0.893  0.165
C 3.404 0.545 -1.121  -0.636
H 5.523 -0.173 -1.219  0.395
H 4.792 -0.027 0.402  0.179
H 4.535 -2.322 0.049  0.353
H 4.150 -2.049 -1.778  0.304
H 2.691 -1.348 0.806  0.019
H 1.910 -2.282 -0.361  -0.144
H 3.384 1.526 -0.646  0.350
H 3.562 0.736 -2.195  0.245

LUMO = 3.98 eV
Kohn-Sham gap = 3.572 eV
Charge = -2
ΔE to the lowest compared entry with this formula, charge and spin = 58.96 kJ/mol

***

Entry 3:
ORCA calculation (ωB97M-V/def2-TZVPD) on an isolated molecule of C3H6N4 at a distorted geometry.

Each line ends with the Mulliken charge.
Positions of all 13 atoms, in Å:
C -0.523 1.069 -0.059  0.432
C 0.285 0.294 -1.000  -0.312
C 0.681 -0.893 -0.063  0.214
H -1.570 2.133 -1.290  0.227
H 1.073 0.912 -1.494  0.284
H -0.281 -0.055 -1.825  0.271
H 1.656 -2.502 0.402  0.204
H 0.425 -1.292 1.880  0.326
H -1.276 0.537 1.669  0.315
N -1.449 1.981 -0.224  -0.754
N 1.515 -1.838 -0.311  -0.640
N -0.103 -0.877 1.076  -0.277
N -0.432 0.531 1.239  -0.289

LUMO = 0.89 eV
Kohn-Sham gap = 9.849 eV
Charge = 0
ΔE to the lowest compared entry with this formula, charge and spin = 197.45 kJ/mol

***

Entry 4:
ORCA calculation (ωB97M-V/def2-TZVPD) on a structure of composition C43H37LiN4P2.

Each line ends with the Mulliken charge.
Positions of all 87 atoms, in Å:
Li 0.453 1.597 -0.692  0.956
N -2.021 -0.332 0.574  0.307
P -1.133 0.683 1.615  -0.231
C -2.326 1.220 2.886  0.736
C -1.861 2.156 3.810  -0.301
C -2.672 2.597 4.841  -0.707
C -3.970 2.118 4.958  -0.532
C -4.448 1.199 4.038  -0.804
C -3.630 0.753 3.008  -0.648
C -0.164 -0.540 2.579  0.802
C -0.780 -1.529 3.345  -0.604
C -0.025 -2.499 3.982  -0.722
C 1.362 -2.485 3.865  -0.617
C 1.984 -1.501 3.115  -0.798
C 1.221 -0.532 2.474  0.203
P -1.858 -0.039 -1.134  0.046
C -3.533 -0.575 -1.619  0.577
C -3.809 -1.747 -2.316  -0.340
C -5.118 -2.075 -2.643  -0.818
C -6.163 -1.242 -2.273  -0.490
C -5.897 -0.069 -1.581  -0.655
C -4.590 0.265 -1.265  -0.560
C -0.737 -1.429 -1.639  2.047
C -0.950 -2.828 -0.978  -0.359
C -1.049 -3.984 -1.919  -0.997
C -0.856 -3.844 -3.229  -0.702
C -0.568 -2.540 -3.836  -0.407
C -0.527 -1.419 -3.118  -1.257
H -2.946 -0.637 0.847  0.335
H -0.851 2.542 3.723  0.311
H -2.295 3.323 5.549  0.431
H -4.607 2.465 5.760  0.381
H -5.461 0.827 4.117  0.416
H -4.041 0.038 2.305  0.276
H -1.861 -1.544 3.443  0.409
H -0.512 -3.264 4.573  0.415
H 1.953 -3.241 4.367  0.383
H 3.063 -1.482 3.022  0.490
H 1.717 0.224 1.878  0.186
H -3.013 -2.414 -2.613  0.110
H -5.318 -2.990 -3.187  0.421
H -7.182 -1.502 -2.529  0.378
H -6.705 0.594 -1.298  0.407
H -4.388 1.196 -0.745  0.466
H -1.792 -2.828 -0.279  0.459
H -1.264 -4.963 -1.504  0.404
H -0.918 -4.708 -3.881  0.427
H -0.396 -2.498 -4.904  0.457
H -0.297 -0.465 -3.581  0.184
C 0.987 2.271 -4.996  -0.477
C 2.373 2.355 -4.968  -0.840
C 3.019 2.421 -3.746  -0.737
C 2.277 2.407 -2.556  1.267
C 0.872 2.280 -2.538  -0.499
C 0.275 2.219 -3.805  -0.756
C 2.981 2.548 -1.248  0.941
C 4.389 2.799 -1.180  -0.775
C 5.005 2.963 0.016  -1.155
C 4.240 2.942 1.208  1.204
C 4.789 3.160 2.491  -0.805
C 3.987 3.183 3.597  -0.728
C 2.595 3.004 3.457  -0.352
C 2.044 2.782 2.226  -0.289
C 2.857 2.722 1.070  -0.432
N 2.264 2.477 -0.137  -0.183
H 0.468 2.234 -5.949  0.389
H 2.946 2.366 -5.887  0.375
H 4.100 2.468 -3.751  0.284
H -0.808 2.121 -3.874  0.279
H 4.964 2.859 -2.088  0.313
H 6.073 3.138 0.069  0.406
H 5.857 3.318 2.579  0.391
H 4.413 3.352 4.577  0.403
H 1.960 3.048 4.333  0.421
H 0.977 2.659 2.096  0.530
C 3.606 -2.870 -2.039  -1.480
C 2.316 -2.440 -1.433  0.071
N 1.849 -1.253 -1.520  -0.663
C 0.588 -1.255 -0.813  2.507
C 0.386 -2.675 -0.201  0.120
N 1.534 -3.361 -0.764  -0.189
H 4.159 -1.994 -2.365  0.343
H 3.410 -3.511 -2.899  0.299
H 4.206 -3.439 -1.327  0.388
H 0.544 -0.418 -0.110  -2.125
H 0.325 -2.772 0.884  0.330
H 1.950 -4.160 -0.318  0.350

LUMO = 0.43 eV
Kohn-Sham gap = 7.122 eV
Charge = 0
ΔE to the lowest compared entry with this formula, charge and spin = 173.62 kJ/mol